w) Molecular formula: C4H12N3
Method: DFT, ωB97M-V with the def2-TZVPD basis set

Total charge   +1
Spin multiplicity   3
Frontier orbital gap (spin up / spin down)   7.2 / 7.6 eV
Expectation value of S²   2.014

Bonds (Å) are listed after each position.
Geometry (Å):
1 C 1.845 0.314 -1.213  N5 1.256, H8 1.061, H9 1.132
2 C -0.948 -0.965 -2.440  C4 1.498, H10 1.190, H11 1.062, H12 1.125
3 C 0.074 1.412 2.059  N7 1.431, H13 1.179, H14 1.148, H15 1.037
4 C -0.462 -0.690 -1.050  C2 1.498, N5 1.302, N6 1.250
5 N 0.626 0.021 -1.131  C1 1.256, C4 1.302
6 N -1.087 -1.011 -0.016  C4 1.250, H16 1.195, H17 1.014
7 N 0.218 -0.011 2.023  C3 1.431, H18 1.026, H19 1.034
8 H 2.001 1.353 -1.064  C1 1.061
9 H 2.703 -0.412 -1.343  C1 1.132
10 H -0.917 0.094 -2.982  C2 1.190
11 H -0.468 -1.601 -3.142  C2 1.062
12 H -2.019 -1.154 -2.148  C2 1.125
13 H -0.985 1.727 2.470  C3 1.179
14 H 0.791 1.836 2.849  C3 1.148
15 H 0.211 1.779 1.099  C3 1.037
16 H -0.555 -0.689 1.004  N6 1.195
17 H -2.035 -1.367 0.044  N6 1.014
18 H 1.214 -0.248 2.093  N7 1.026
19 H -0.207 -0.386 2.888  N7 1.034

***

x) Molecular formula: C4H12N3
Method: DFT, ωB97M-V with the def2-TZVPD basis set

Total charge   +1
Spin multiplicity   3
Frontier orbital gap (spin up / spin down)   9.5 / 8.1 eV
Expectation value of S²   2.016

Bonds (Å) are listed after each position.
Geometry (Å):
1 C -2.341 -0.800 -0.260  N5 1.227, H8 1.101, H9 1.074
2 C 1.159 -0.088 1.418  C4 1.569, H10 1.082, H11 1.053, H12 1.113
3 C -0.703 1.825 -0.404  N6 1.417, H13 1.074, H14 1.089, H15 1.197
4 C 1.181 0.224 -0.119  C2 1.569, N6 1.371, N7 1.557, H16 1.127
5 N -1.141 -1.053 -0.217  C1 1.227
6 N 0.047 0.672 -0.748  C3 1.417, C4 1.371
7 N 1.386 -1.169 -0.782  C4 1.557, H17 1.069, H18 1.073, H19 1.131
8 H -2.935 -1.706 -0.063  C1 1.101
9 H -2.812 0.162 -0.344  C1 1.074
10 H 1.396 -1.129 1.592  C2 1.082
11 H 0.157 0.006 1.729  C2 1.053
12 H 1.845 0.413 2.136  C2 1.113
13 H -0.371 2.343 0.476  C3 1.074
14 H -0.938 2.544 -1.188  C3 1.089
15 H -1.825 1.431 -0.265  C3 1.197
16 H 2.163 0.765 -0.231  C4 1.127
17 H 1.239 -1.287 -1.834  N7 1.069
18 H 2.186 -1.748 -0.362  N7 1.073
19 H 0.307 -1.404 -0.535  N7 1.131

***

If we sort the structures by their calculated energies, the order from most to least stable is w), x).

***

w) Molecular formula: C4H10N2O2
Method: DFT, ωB97M-V with the def2-TZVPD basis set

Frontier orbital gap   7.8 eV
SMILES   C[C@H](O)/C(N)=C(\N)O

Bonds (Å) are listed after each position.
Geometry (Å):
1 C -0.350 -0.908 0.105  C2 1.521, C4 1.505, O8 1.422, H11 1.154
2 C 0.503 -2.107 0.492  C1 1.521, H16 1.090, H17 1.087, H18 1.087
3 C -0.209 1.535 -0.230  C4 1.347, N5 1.394, O7 1.380
4 C 0.431 0.373 0.004  C1 1.505, C3 1.347, N6 1.413
5 N -1.571 1.657 -0.500  C3 1.394, H12 1.039, H13 1.015
6 N 1.837 0.324 0.136  C4 1.413, H14 1.013, H15 1.012
7 O 0.502 2.717 -0.269  C3 1.380, H9 0.964
8 O -1.028 -1.124 -1.127  C1 1.422, H10 0.963
9 H -0.038 3.358 -0.746  O7 0.964
10 H -1.312 -2.044 -1.162  O8 0.963
11 H -1.192 -0.739 0.875  C1 1.154
12 H -2.024 0.722 -0.523  N5 1.039
13 H -2.059 2.291 0.124  N5 1.015
14 H 2.223 1.258 0.067  N6 1.013
15 H 2.153 -0.103 0.998  N6 1.012
16 H -0.116 -3.005 0.523  C2 1.090
17 H 0.952 -1.962 1.471  C2 1.087
18 H 1.298 -2.243 -0.237  C2 1.087

***

x) Molecular formula: C4H10N2O2
Method: DFT, ωB97M-V with the def2-TZVPD basis set

Frontier orbital gap   10.0 eV
SMILES   CC(N)=O.CC(N)=O

Bonds (Å) are listed after each position.
Geometry (Å):
1 C 0.120 2.142 1.201  C2 1.484, H5 1.102, H6 1.091, H9 1.085
2 C -0.528 2.301 -0.125  C1 1.484, O3 1.227, N4 1.360
3 O -1.057 1.339 -0.672  C2 1.227
4 N -0.204 3.396 -0.865  C2 1.360, H7 0.998, H8 0.999
5 H -0.406 2.739 1.964  C1 1.102
6 H 1.179 2.403 1.209  C1 1.091
7 H -0.466 3.507 -1.821  N4 0.998
8 H 0.450 4.071 -0.527  N4 0.999
9 H -0.030 1.153 1.623  C1 1.085
10 C -0.801 -2.023 -0.538  C11 1.495, H16 1.103, H17 1.086, H18 1.084
11 C 0.430 -2.484 0.173  C10 1.495, O12 1.213, N13 1.376
12 O 0.497 -3.617 0.598  C11 1.213
13 N 1.465 -1.580 0.243  C11 1.376, H14 1.003, H15 1.010
14 H 2.400 -1.702 0.587  N13 1.003
15 H 1.379 -0.753 -0.330  N13 1.010
16 H -1.483 -1.612 0.227  C10 1.103
17 H -1.362 -2.861 -0.941  C10 1.086
18 H -0.737 -1.200 -1.241  C10 1.084

***

If we sort the structures by their calculated energies, the order from most to least stable is x), w).

***

w) Molecular formula: C4H10N2O2
Method: DFT, ωB97M-V with the def2-TZVPD basis set

Frontier orbital gap   9.2 eV
SMILES   Cc1cnc[nH]1.O.O

Bonds (Å) are listed after each position.
Geometry (Å):
1 C 0.751 -1.766 -0.596  C2 1.496, H7 1.090, H8 1.086, H9 1.087
2 C -0.197 -0.668 -0.959  C1 1.496, C3 1.359, N6 1.386
3 C -1.236 -0.518 -1.823  C2 1.359, N4 1.380, H10 1.076
4 N -1.573 0.818 -1.902  C3 1.380, C5 1.287
5 C -0.676 1.459 -1.236  N4 1.287, N6 1.377, H11 1.080
6 N 0.283 0.611 -0.727  C2 1.386, C5 1.377, H12 1.005
7 H 1.776 -1.596 -0.925  C1 1.090
8 H 0.690 -1.959 0.471  C1 1.086
9 H 0.547 -2.729 -1.058  C1 1.087
10 H -1.842 -1.285 -2.274  C3 1.076
11 H -0.519 2.522 -1.131  C5 1.080
12 H 0.899 0.738 0.057  N6 1.005
13 H -1.076 1.149 2.002  O15 0.979
14 H -1.416 -0.030 1.546  O15 0.979
15 O -0.576 0.313 1.914  H13 0.979, H14 0.979
16 H 1.558 -0.005 2.746  O18 0.966
17 H 3.060 0.000 2.778  O18 0.962
18 O 2.299 -0.072 3.362  H16 0.966, H17 0.962

***

x) Molecular formula: C4H10N2O2
Method: DFT, ωB97M-V with the def2-TZVPD basis set

Frontier orbital gap   9.6 eV
SMILES   NC(=O)[C@H](N)CCO

Bonds (Å) are listed after each position.
Geometry (Å):
1 N -0.329 2.203 0.109  C2 1.512, H9 0.998, H10 0.960
2 C 0.067 0.746 0.176  N1 1.512, C3 1.498, C6 1.510, H11 1.158
3 C -0.669 0.119 -0.968  C2 1.498, C4 1.501, H12 1.115, H13 1.096
4 C -0.183 -1.285 -1.178  C3 1.501, O5 1.447, H14 1.105, H15 1.134
5 O 1.057 -1.163 -1.915  C4 1.447, H16 1.013
6 C -0.140 0.225 1.578  C2 1.510, N7 1.371, O8 1.211
7 N 0.932 -0.455 2.098  C6 1.371, H17 0.957, H18 0.965
8 O -1.058 0.663 2.235  C6 1.211
9 H -0.641 2.488 -0.796  N1 0.998
10 H -1.056 2.443 0.686  N1 0.960
11 H 1.197 0.772 -0.076  C2 1.158
12 H -1.758 0.124 -0.728  C3 1.115
13 H -0.477 0.666 -1.898  C3 1.096
14 H -0.956 -1.857 -1.722  C4 1.105
15 H 0.086 -1.778 -0.193  C4 1.134
16 H 1.375 -2.108 -2.091  O5 1.013
17 H 1.664 -0.937 1.714  N7 0.957
18 H 0.891 -0.868 2.969  N7 0.965

***

y) Molecular formula: C4H10N2O2
Method: DFT, ωB97M-V with the def2-TZVPD basis set

Frontier orbital gap   8.4 eV

Bonds (Å) are listed after each position.
Geometry (Å):
1 C -0.215 -0.821 -0.737  C2 1.514, H7 1.091, H8 1.092
2 C 1.171 -1.351 -0.440  C1 1.514, H9 1.095, H10 1.096, H11 1.094
3 C -1.098 -0.443 1.086  N4 1.252, H6 1.084, O14 1.731
4 N -0.826 -1.226 2.024  C3 1.252, H5 1.015
5 H 0.137 -1.230 2.347  N4 1.015
6 H -2.097 -0.238 0.720  C3 1.084
7 H -0.940 -1.633 -0.804  C1 1.091
8 H -0.261 -0.365 -1.728  C1 1.092
9 H 1.586 -1.914 -1.283  C2 1.095
10 H 1.913 -0.574 -0.221  C2 1.096
11 H 1.180 -2.018 0.426  C2 1.094
12 C -0.514 1.452 -0.402  N13 1.370, O14 1.573, O15 1.201
13 N 0.699 1.967 -0.772  C12 1.370, H17 1.008, H18 1.010
14 O -0.395 1.139 1.135  C3 1.731, C12 1.573, H16 0.977
15 O -1.600 1.768 -0.807  C12 1.201
16 H -0.998 1.739 1.618  O14 0.977
17 H 1.517 1.490 -0.424  N13 1.008
18 H 0.741 2.258 -1.738  N13 1.010

***

z) Molecular formula: C4H10N2O2
Method: DFT, ωB97M-V with the def2-TZVPD basis set

Frontier orbital gap   9.6 eV
SMILES   C/C=N/N.O=C=O.C

Bonds (Å) are listed after each position.
Geometry (Å):
1 C 1.712 2.813 -1.342  O7 1.142, O8 1.142
2 C 1.556 -0.874 -0.559  C4 1.490, H9 1.157, H10 1.179, H11 1.136
3 C -1.824 -2.117 1.400  H12 1.132, H13 1.004, H14 1.008, H16 1.003
4 C 0.381 0.032 -0.419  C2 1.490, N6 1.268, H15 1.067
5 N -1.074 1.575 0.290  N6 1.395, H17 0.984, H18 1.023
6 N 0.165 0.948 0.429  C4 1.268, N5 1.395
7 O 0.851 3.442 -0.934  C1 1.142
8 O 2.528 2.252 -1.910  C1 1.142
9 H 2.281 -0.660 0.316  C2 1.157
10 H 1.278 -2.019 -0.526  C2 1.179
11 H 2.223 -0.694 -1.461  C2 1.136
12 H -2.829 -2.631 1.308  C3 1.132
13 H -1.202 -2.357 0.650  C3 1.004
14 H -1.856 -1.137 1.633  C3 1.008
15 H -0.255 -0.176 -1.252  C4 1.067
16 H -1.426 -2.502 2.236  C3 1.003
17 H -1.559 1.604 -0.566  N5 0.984
18 H -0.949 2.501 0.706  N5 1.023

***

If we sort the structures by their calculated energies, the order from most to least stable is w), x), z), y).